Record 1
Molecular formula: C6H20ClO6STi
Method: DFT, the ωB97M-V functional and the def2-TZVPD basis

Geometry as XYZ:
```
35
Properties=species:S:1:pos:R:3:forces:R:3:mulliken_spin:R:1
Ti -38.83035 -1.00830 2.11498 -0.5 0.0 -1.6 3.073
Cl -39.57668 -0.89208 -0.39070 0.6 0.0 1.6 -0.064
S -41.40750 -4.74948 -0.62789 0.3 -0.3 -1.2 -0.008
O -41.85749 -5.84267 -1.74528 1.0 0.6 0.7 -0.001
O -42.09622 -5.07430 0.58366 0.0 0.2 0.2 0.002
O -41.91607 -0.07165 -2.40155 -0.1 -0.4 0.3 0.000
O -40.03740 2.74109 -0.44441 -0.1 0.2 -0.2 0.000
O -39.97406 -4.68288 -0.65656 -0.7 -0.2 -0.1 0.000
O -37.91064 -3.09124 -2.63918 -0.3 0.3 0.0 0.000
C -42.09616 -3.26855 -1.33866 -0.2 -0.5 1.0 -0.004
C -38.90735 -3.12309 -3.64091 -0.3 -0.2 -0.2 0.001
C -41.33824 0.65910 -3.45824 0.0 0.3 -0.2 0.000
C -43.15712 -6.41443 -1.64672 -0.7 -0.8 -0.2 0.000
C -40.09959 3.26172 0.86705 0.4 -0.4 0.3 -0.021
C -43.13632 -7.80241 -2.27262 0.1 0.0 -0.6 0.000
H -39.57573 -3.99018 -3.54904 0.2 -0.1 0.1 0.000
H -41.77569 -2.45817 -0.68779 0.0 0.1 -0.1 0.004
H -41.77276 -3.10903 -2.35869 0.0 -0.1 -0.1 0.000
H -44.04929 -8.34902 -2.03835 -0.1 0.1 0.1 0.000
H -38.31668 -2.67198 -1.87103 0.1 -0.1 0.1 0.003
H -41.23682 -0.28071 -1.73876 -0.2 0.2 -0.3 -0.002
H -40.12333 1.78290 -0.44126 0.0 0.0 0.1 0.001
H -43.49902 -6.48921 -0.61657 0.2 0.2 0.1 0.000
H -40.98672 3.87180 1.04356 -0.1 -0.1 -0.2 0.001
H -38.41474 -3.18341 -4.61129 0.0 0.0 0.0 0.000
H -40.49469 0.13409 -3.91256 0.1 0.0 0.0 0.000
H -43.85007 -5.79350 -2.21913 -0.1 0.1 0.1 0.000
H -42.29285 -8.42239 -1.97081 0.0 0.2 0.3 0.000
H -39.21236 3.87299 1.05211 -0.1 0.1 -0.1 -0.003
H -43.16605 -3.42926 -1.20995 -0.1 0.3 -0.4 0.000
H -42.09297 0.79300 -4.23279 -0.1 -0.1 0.1 0.000
H -41.03626 1.65809 -3.13371 0.2 0.0 0.0 0.000
H -39.55870 -2.24113 -3.63114 0.2 0.1 0.0 0.000
H -43.07364 -7.71604 -3.35963 0.0 0.0 0.0 0.000
H -40.07619 2.45588 1.60811 -0.1 0.1 0.1 0.018
```
Positions in Å, forces in eV/Å.

Output
multiplicity = 4
lowest unoccupied orbital energy (alpha / beta) = -1.213 / -1.076 eV
HOMO energy (alpha / beta) = -8.026 / -9.642 eV
frontier orbital gap (alpha / beta) = 6.8126 / 8.5657 eV
energy above the lowest of the compared OMol25 structures with the same formula, charge and spin = 31.8 kcal per mole
total charge = 0

Record 2
Molecular formula: C6H20FInO4S2
Method: DFT, the ωB97M-V functional and the def2-TZVPD basis

Geometry as XYZ:
```
34
Properties=species:S:1:pos:R:3:forces:R:3:mulliken_charge:R:1
In 1.88034 -0.08910 1.52959 4.9 5.7 -2.4 0.756
S 1.27584 2.68447 0.93219 -1.2 3.3 -4.3 0.382
S 0.02382 -1.79634 1.61134 -4.5 -7.2 0.2 0.276
F 0.36048 -0.10216 0.13585 4.3 7.0 13.1 0.210
O 1.40626 1.58398 1.95874 -0.4 2.5 2.9 -0.191
O 0.43062 -0.43687 -1.75373 1.8 0.4 -8.6 -0.600
O -1.59604 -0.87119 -0.20109 -9.2 6.6 0.4 -0.548
O 1.53256 -1.69902 1.94518 1.5 -9.1 2.3 -0.195
C -2.09743 0.50708 -0.35660 -1.0 -0.3 1.4 -0.613
C 1.91216 2.02522 -0.71398 1.7 1.8 1.2 -0.944
C -0.48370 2.73620 0.33859 1.0 0.2 0.6 -0.683
C -0.23058 -2.25248 -0.19186 3.5 -6.6 0.4 -1.201
C -0.08723 -3.50124 2.28400 -0.6 -0.6 1.3 -1.135
C 0.13186 0.86759 -2.25342 -0.6 -1.6 0.6 -0.539
H -1.08402 -2.92870 -0.24149 0.2 -0.3 0.6 0.531
H -3.14519 0.62703 -0.08109 0.0 -0.4 -0.3 0.408
H 0.66529 -4.22557 1.97226 0.1 0.6 -1.4 0.401
H 1.86623 0.94527 -0.85437 -0.1 0.0 0.1 0.316
H -1.08205 -3.93566 2.18550 -0.1 0.4 -0.5 0.426
H -1.54014 1.12647 0.34617 -1.3 -1.7 0.1 -0.135
H 2.93108 2.37990 -0.86918 0.2 0.0 0.5 0.450
H -0.58445 3.73030 -0.09696 -0.3 0.2 0.5 0.531
H -1.88591 0.98270 -1.31427 -0.7 -0.9 -0.1 0.371
H -0.80586 0.70066 -2.78341 0.6 1.0 -1.0 0.371
H -0.67981 1.98302 -0.42453 0.8 1.4 0.5 0.639
H -1.17403 2.39591 1.11045 0.3 1.5 0.7 0.404
H 0.12996 -3.58640 3.34874 -0.3 1.1 0.4 0.449
H -0.59552 -1.41370 -0.78464 1.8 -3.5 -2.2 0.486
H -0.71294 -0.68536 0.12632 -3.4 1.1 1.1 0.803
H 0.99543 1.41345 -2.63342 -0.4 -0.8 -1.7 0.374
H -0.03341 1.47953 -1.36668 -0.5 -0.6 -1.4 -1.172
H 1.34001 2.53021 -1.49226 0.2 0.2 0.6 0.451
H 0.61789 -2.79408 -0.61003 0.6 -0.2 0.7 0.498
H 0.31850 -0.38110 -0.80193 0.9 -1.1 -6.4 0.420
```
Positions in Å, forces in eV/Å.

Output
lowest unoccupied orbital energy = -10.315 eV
HOMO energy = -16.083 eV
frontier orbital gap = 5.7682 eV
energy above the lowest of the compared OMol25 structures with the same formula, charge and spin = 137.9 kcal per mole
total charge = +2

Record 3
Molecular formula: C6H20IO4
Method: DFT, the ωB97M-V functional and the def2-TZVPD basis

Geometry as XYZ:
```
31
Properties=species:S:1:pos:R:3:forces:R:3:mulliken_charge:R:1
I 0.19454 5.44820 -30.58072 0.0 0.0 0.2 -0.555
O 3.67679 6.20434 -30.36990 0.3 -0.1 0.2 -0.438
O -2.11088 2.79688 -30.18574 0.0 0.1 0.2 -0.638
O 0.15264 3.64654 -27.44230 0.0 -0.2 -0.3 -0.587
O 2.40412 6.84616 -33.10126 0.0 0.0 -0.1 -0.672
C 4.77170 5.33421 -30.11018 -0.7 -0.5 0.0 0.868
C 1.06386 2.65263 -27.91882 0.2 0.4 -0.1 0.919
C 0.44468 1.28484 -27.70414 -0.4 0.2 0.1 -1.380
C 2.37975 2.79908 -27.17569 0.5 -0.5 0.2 -1.295
C 4.67507 4.05751 -30.94632 0.9 0.2 -0.3 -1.261
C 6.04480 6.08261 -30.40630 0.1 0.6 0.3 -1.527
H 2.87821 6.91343 -32.26125 0.0 -0.1 0.0 0.374
H 3.68206 3.62284 -31.01916 -0.1 0.1 0.3 0.354
H -0.43933 1.17180 -28.33399 0.2 -0.1 -0.2 0.233
H 0.06684 1.23115 -26.67776 0.3 -0.2 0.1 0.336
H 1.63967 6.30123 -32.86272 0.0 0.1 0.1 0.232
H 0.00145 4.24362 -28.19437 0.0 0.2 0.1 0.131
H 1.23885 2.82165 -28.98696 -0.1 -0.1 0.0 0.299
H -1.57470 3.61713 -30.18904 -0.1 -0.3 -0.2 0.215
H 1.15675 0.48626 -27.90847 -0.1 -0.1 0.0 0.366
H 3.03541 1.93759 -27.36058 -0.2 0.0 0.1 0.351
H 5.02729 4.27426 -31.96066 -0.2 0.0 0.0 0.318
H 2.87403 5.74195 -30.07513 -0.3 0.3 -0.2 0.081
H 6.89986 5.40867 -30.43848 0.0 0.0 -0.1 0.368
H 2.17207 2.84347 -26.10329 0.1 0.0 0.0 0.345
H 6.23691 6.84788 -29.64945 0.0 -0.1 0.1 0.377
H 4.73982 5.03608 -29.05258 0.1 0.1 0.0 0.035
H 2.98900 3.66039 -27.45368 -0.4 0.3 -0.1 0.145
H -2.27153 2.63404 -29.25108 0.0 0.0 0.0 0.296
H 5.93428 6.62655 -31.34673 0.1 -0.3 -0.2 0.345
H 5.38951 3.33626 -30.53206 -0.2 -0.1 0.0 0.366
```
Positions in Å, forces in eV/Å.

Output
lowest unoccupied orbital energy = 3.188 eV
HOMO energy = -4.830 eV
frontier orbital gap = 8.0186 eV
energy above the lowest of the compared OMol25 structures with the same formula, charge and spin = 0.0 kcal per mole
total charge = -1

Record 4
Molecular formula: C6H20KNO7
Method: DFT, the ωB97M-V functional and the def2-TZVPD basis

Geometry as XYZ:
```
35
Properties=species:S:1:pos:R:3:forces:R:3:mulliken_charge:R:1
K 3.07910 9.54483 12.45980 2.1 7.1 -3.0 0.738
O 1.05305 9.39825 12.39288 -5.3 -0.4 -1.0 -0.475
O 4.97376 11.44226 12.35182 -0.6 1.3 1.6 -0.717
O 6.59487 6.96437 10.06363 2.6 -0.5 -0.4 -0.580
O 2.28817 9.80736 14.29974 -1.5 0.7 5.6 -0.492
O 6.06719 11.13472 10.59267 0.8 0.6 -2.1 -0.667
O 4.02140 10.45052 10.76266 -0.2 2.9 -4.5 -0.719
O 3.53842 7.71145 12.91360 -0.6 -6.1 2.5 -0.709
N 4.99939 11.10627 11.16015 0.8 -1.3 1.9 1.250
C 4.58259 5.90064 10.55333 -1.0 0.6 1.2 -1.596
C 4.26762 5.71032 13.76561 -1.4 -0.6 1.5 -1.714
C 1.94742 6.65974 14.30455 -1.1 -0.2 0.4 -1.341
C 3.38231 6.92678 14.04562 1.9 -1.3 -0.5 0.601
C 5.21872 8.34983 11.29939 -0.5 -0.1 -1.3 -0.315
C 5.27052 7.22474 10.27859 -1.0 -0.1 0.1 0.524
H 1.79878 5.92956 15.10007 0.2 0.4 0.5 0.416
H 4.48271 7.81532 12.77527 -0.4 -0.6 0.2 -0.001
H 1.52002 7.63854 14.52223 -0.4 -0.3 0.5 0.241
H 3.53449 6.10577 10.77125 -0.2 -0.2 -0.2 0.247
H 4.34009 5.17566 14.71269 0.3 -0.5 -0.1 0.504
H 3.80716 7.46592 14.89233 0.0 0.1 0.5 0.292
H 6.69906 6.02579 9.89088 0.2 0.1 -0.1 0.348
H 3.67210 5.13792 13.05440 0.5 -0.4 0.0 0.347
H 4.96626 5.49461 11.48931 0.2 -0.2 -0.4 0.421
H 4.63400 5.15173 9.76304 0.2 0.3 -0.2 0.483
H 4.84198 7.64264 9.36764 -0.2 0.2 -0.2 0.172
H 2.72713 9.45052 15.07189 0.2 0.0 0.6 0.263
H 1.32170 6.22229 13.52659 0.6 0.1 -0.8 0.309
H 0.51625 8.69060 12.74968 -0.3 -0.2 0.2 0.248
H 5.26700 5.92550 13.38739 -0.2 0.2 0.1 0.447
H 5.80046 9.17170 10.88202 0.5 -0.6 0.4 0.313
H 0.58917 9.67660 11.60322 -0.4 0.1 -0.4 0.257
H 1.95565 10.65854 14.58462 -0.3 0.4 0.2 0.205
H 5.49968 8.13598 12.33061 2.3 -0.1 -0.6 0.528
H 4.20031 8.72585 11.39720 2.5 -1.5 -2.0 0.172
```
Positions in Å, forces in eV/Å.

Output
lowest unoccupied orbital energy = -0.381 eV
HOMO energy = -8.278 eV
frontier orbital gap = 7.8971 eV
energy above the lowest of the compared OMol25 structures with the same formula, charge and spin = 186.7 kcal per mole
total charge = 0